[1]
{"formula": "C15H21Br9N6", "method": "the ωB97M-V functional and the def2-TZVPD basis", "elements": ["C", "C", "N", "H", "H", "H", "C", "C", "N", "H", "H", "H", "C", "C", "N", "H", "H", "H", "C", "C", "N", "H", "H", "H", "C", "C", "N", "H", "H", "H", "C", "C", "N", "H", "H", "H", "C", "Br", "Br", "Br", "H", "C", "Br", "Br", "Br", "H", "C", "Br", "Br", "Br", "H"], "positions_angstrom": [[-1.90857, 3.22995, -4.30677], [-1.69329, 2.02719, -3.41364], [-1.56083, 1.01921, -2.85859], [-1.55117, 4.04014, -3.62710], [-2.93396, 3.13601, -4.61535], [-1.07155, 3.17748, -5.08011], [2.34036, 3.24775, -1.39497], [1.94767, 1.85651, -1.52507], [1.66121, 0.74422, -1.50398], [3.38219, 3.26778, -1.51079], [2.04742, 3.52613, -0.37631], [1.86034, 3.83325, -2.13834], [1.51925, -0.33220, -4.60843], [1.31519, 0.99492, -5.14431], [1.01238, 2.03148, -5.44734], [2.19499, -0.89881, -5.14977], [0.65393, -0.94848, -4.75968], [1.81569, -0.29763, -3.57324], [2.56272, -1.13169, 5.77553], [1.48817, -0.30162, 5.27930], [0.56268, 0.30797, 4.91125], [3.47336, -0.53497, 6.05624], [2.81845, -1.89051, 4.93616], [2.15183, -1.59139, 6.64478], [-0.20425, -6.34908, 3.91090], [1.00498, -5.48225, 3.98720], [1.81997, -4.69180, 4.24147], [0.06159, -7.31483, 3.54176], [-0.80381, -5.74334, 3.17320], [-0.72106, -6.53308, 4.81499], [-0.30597, 0.47394, 1.01175], [-0.46238, 1.79282, 0.43751], [-0.69994, 2.88178, 0.18726], [-0.28581, -0.28675, 0.26224], [-1.10195, 0.24608, 1.69757], [0.53180, 0.40965, 1.61125], [-2.67611, 5.26968, 0.66662], [-4.14740, 4.58120, 1.70121], [-2.11271, 7.04384, 1.24077], [-3.08576, 5.19735, -1.21951], [-1.81674, 4.63844, 0.68639], [1.87790, -3.59144, -0.13234], [3.79476, -3.60772, 0.24937], [1.35055, -2.55417, -1.61151], [0.88081, -3.16684, 1.38159], [1.76161, -4.63657, -0.27849], [-3.63072, -1.35020, -0.84701], [-3.76657, -1.06494, 1.00774], [-5.11850, -0.55147, -1.67595], [-3.47350, -3.26487, -1.33255], [-2.75924, -0.85812, -1.28294]], "forces_ev_per_a": [[3.11, -1.26, 1.65], [0.00, -0.78, -0.68], [-0.17, 1.08, -0.27], [-1.19, 0.07, -0.75], [-0.23, 0.82, -0.38], [-1.57, -0.11, 0.53], [-1.01, -0.96, 0.95], [-0.19, -0.52, 0.16], [0.11, 0.21, -0.19], [1.53, 0.39, -0.11], [0.08, 0.35, -0.32], [-0.45, 0.67, -0.52], [-0.68, 0.17, 0.30], [0.39, -3.13, 1.29], [-0.66, 3.40, -1.17], [2.02, -0.65, -1.14], [-1.03, 0.14, 0.38], [-0.08, 0.09, 0.33], [1.38, -0.29, -1.68], [-2.13, 1.68, -0.99], [1.89, -1.17, 0.62], [-0.95, -0.55, -0.38], [-0.32, 1.05, 1.68], [0.10, -0.80, 0.65], [0.84, 1.81, -2.18], [0.51, 0.78, 1.94], [-1.06, -1.36, -0.71], [0.12, -0.54, -0.71], [-0.04, -1.19, 0.69], [-0.32, 0.50, 1.14], [-1.28, -0.07, -0.75], [-0.42, -0.33, 0.89], [0.16, 0.67, -0.51], [0.15, -0.44, -0.60], [-0.73, 0.19, 0.09], [2.16, 0.01, 0.95], [-0.30, 0.55, -0.39], [0.39, 0.09, -0.05], [-0.24, -0.43, -0.14], [-0.22, 0.28, -0.12], [0.32, -0.48, 0.67], [1.11, -0.48, 0.09], [0.02, 0.46, -0.12], [0.05, 0.08, -0.48], [-0.69, 0.47, 1.06], [-0.61, -0.56, -0.63], [0.56, -0.57, -0.87], [0.31, -0.12, 0.80], [-0.77, 0.27, -0.67], [0.00, 0.70, 0.29], [-0.02, -0.18, 0.38]], "mulliken_charge": [-0.67, 0.30, -0.34, 0.13, 0.28, 0.31, -0.97, 0.33, -0.30, 0.40, 0.28, 0.27, -0.65, 0.38, -0.50, 0.47, 0.30, -0.04, -0.58, 0.32, -0.42, 0.28, 0.18, 0.23, -0.71, 0.34, -0.40, 0.27, 0.20, 0.31, -0.78, 0.26, -0.42, 0.10, 0.34, 0.38, 0.19, -0.02, -0.04, -0.03, 0.00, -0.34, -0.07, 0.04, 0.02, 0.34, 0.26, -0.01, -0.02, -0.06, -0.17], "fmax_ev_per_a": 3.7, "energy_ha": -24078.6978, "orbital_gap_ev": 10.034, "e_lumo_ev": 0.13, "homo_energy_ev": -9.91}

***

[2]
{"formula": "C15H21BrCl2O6PSm", "method": "the ωB97M-V functional and the def2-TZVPD basis", "elements": ["Sm", "Cl", "C", "C", "C", "Cl", "C", "O", "C", "C", "O", "C", "H", "H", "H", "Br", "C", "C", "C", "C", "O", "P", "O", "O", "O", "C", "C", "C", "C", "H", "H", "H", "H", "H", "H", "H", "H", "H", "H", "H", "H", "H", "H", "H", "H", "H", "H"], "positions_angstrom": [[-1.49214, -1.82326, 0.36144], [4.15259, -0.94345, 5.37126], [3.00205, -1.53928, 4.24805], [3.42649, -2.38529, 3.23428], [2.45103, -2.82001, 2.36158], [2.96612, -3.90811, 1.09767], [1.09811, -2.36833, 2.38417], [0.27914, -2.73785, 1.47712], [0.74655, -1.53903, 3.46204], [-0.54659, -0.97144, 3.55776], [-1.48059, -1.08948, 2.73633], [1.68977, -1.15087, 4.41602], [4.43690, -2.77056, 3.13123], [-0.73704, -0.44896, 4.47974], [1.48640, -0.41386, 5.24413], [-3.88321, -3.08607, -0.30051], [-3.23025, 0.19716, -3.41139], [-3.02425, 1.36076, -2.43122], [-3.06286, 2.69613, -3.17126], [-3.87336, 1.27314, -1.21882], [-1.57335, 1.25379, -2.18125], [-0.67118, 0.35575, -1.27573], [-0.77088, -1.12491, -1.72040], [-1.11226, 0.41186, 0.17501], [0.69843, 0.99744, -1.60515], [1.94342, 0.86305, -0.78542], [2.09619, 2.22999, -0.07022], [1.88265, -0.24388, 0.28297], [2.94716, 0.50030, -1.81521], [-4.16939, 0.25294, -3.96118], [-3.21062, -0.78211, -2.94071], [-2.43221, 0.13377, -4.14318], [-4.05121, 2.78899, -3.66356], [-2.24168, 2.68920, -3.88254], [-2.98132, 3.47501, -2.42072], [-4.96887, 1.36847, -1.47248], [-3.61841, 1.92543, -0.36581], [-3.79009, 0.26169, -0.79330], [1.30003, 2.28352, 0.64218], [2.01684, 3.08115, -0.74216], [3.01925, 2.21956, 0.51079], [1.31326, -0.08057, 1.15744], [2.91615, -0.41917, 0.60592], [1.37689, -1.08349, -0.23008], [2.92884, 1.12529, -2.73022], [2.81160, -0.55855, -2.14295], [3.93589, 0.54413, -1.46167]], "forces_ev_per_a": [[-0.04, -0.72, 0.93], [0.66, 0.19, 0.49], [-0.31, 0.43, 0.78], [-1.10, -0.53, -0.43], [0.66, -0.25, -0.46], [-0.34, 0.19, 0.11], [0.84, -0.74, 0.00], [-0.84, -0.02, -0.95], [0.11, 0.36, 0.00], [-1.53, -0.73, -0.91], [0.75, 0.28, 0.26], [1.00, 0.89, 0.55], [-0.13, 0.32, 0.15], [-0.28, 0.56, 0.52], [-0.11, -1.03, -1.03], [0.40, 0.26, 0.17], [-0.69, -0.35, -0.19], [1.42, -0.57, -2.00], [-1.22, -0.58, 0.37], [-1.23, -0.78, 1.34], [0.40, 0.51, 0.91], [-1.37, -0.29, -1.79], [0.23, 0.58, 0.97], [0.21, -0.07, 0.61], [0.66, -0.07, 0.86], [-0.99, 1.15, 0.85], [0.33, -0.98, -0.58], [0.13, -0.34, -1.80], [-0.01, -0.79, -1.86], [-0.16, 0.20, 0.09], [-0.09, 0.00, 0.47], [0.17, 0.46, -0.11], [0.58, 0.10, 0.07], [-0.15, 0.32, -0.08], [0.26, 0.38, -0.16], [1.18, 0.16, 0.11], [-0.01, 0.19, -0.73], [-0.10, 0.06, -0.17], [-0.64, 0.18, 0.43], [0.28, -0.05, -0.09], [0.16, 0.22, -0.21], [-0.69, 0.93, 0.84], [-0.28, -0.50, -0.29], [1.02, -0.26, 0.36], [-0.33, -0.16, 0.62], [-0.15, 0.73, 0.19], [1.37, 0.18, 0.81]], "lowdin_spin": [5.05, 0.00, 0.00, 0.00, 0.00, 0.00, 0.00, -0.01, 0.00, 0.00, -0.01, 0.00, 0.00, 0.00, 0.00, -0.02, 0.00, 0.00, 0.00, 0.00, 0.00, 0.00, -0.01, -0.01, 0.00, 0.00, 0.00, 0.00, 0.00, 0.00, 0.00, 0.00, 0.00, 0.00, 0.00, 0.00, 0.00, 0.00, 0.00, 0.00, 0.00, 0.00, 0.00, 0.00, 0.00, 0.00, 0.00], "fmax_ev_per_a": 2.5, "energy_ha": -5529.6370, "orbital_gap_ev": [7.740, 7.764], "e_lumo_ev": [-0.98, -0.96], "homo_energy_ev": [-8.72, -8.72], "spin_multiplicity": 6}

***

> Which formula does entry 1 have?

C15H21Br9N6